A) Entry from the Open Molecules 2025 dataset: a 2-piece molecular cluster, C2H4ClNO overall (the ωB97M-V functional and the def2-TZVPD basis).

Properties
- E_HOMO: -9.5 eV
- SMILES string: C=CCl.N=O

Cartesian coordinates (Å):
C -1.637 -0.109 0.461
C -0.712 0.884 0.300
N 2.578 -0.565 -0.742
O 2.483 -0.577 0.470
Cl -0.210 1.337 -1.252
H 1.870 -1.265 -1.254
H -1.838 -0.786 -0.439
H -1.939 -0.573 1.379
H -0.596 1.654 1.077

Löwdin population analysis, charges in e, atoms 1 to 8: -0.08 -0.69 -0.01 -0.09 0.61 0.08 0.07 0.04

B) Entry from the Open Molecules 2025 dataset: a 2-piece molecular cluster, C2H4ClNO overall (the ωB97M-V functional and the def2-TZVPD basis).

Properties
- E_HOMO: -9.2 eV
- SMILES string: C=CCl.N=O

Cartesian coordinates (Å):
C 0.678 0.084 0.550
C 1.291 0.102 -0.578
N -2.209 0.160 -0.054
O -2.071 -0.809 -0.688
Cl 2.379 -1.110 -1.191
H -1.798 0.254 0.895
H 0.592 -0.609 1.420
H -0.016 0.918 0.773
H 1.155 1.010 -1.128

Löwdin population analysis, charges in e, atoms 1 to 8: -0.13 -0.66 -0.02 -0.02 0.59 0.04 0.09 0.05

Most stable pick: A). Distance to second place: 0.186 eV.

A) Entry from the Open Molecules 2025 dataset: a 2-piece molecular cluster, C2H4ClNO overall (the ωB97M-V functional and the def2-TZVPD basis).

Properties
- E_HOMO: -8.3 eV

Cartesian coordinates (Å):
C -0.103 -0.204 1.082
C -0.521 -0.209 -0.344
N 0.618 1.303 -1.140
O 1.457 0.805 -1.815
Cl 0.129 -1.510 -1.176
H 0.892 -0.043 1.038
H -0.541 0.779 1.480
H -0.426 -1.049 1.615
H -1.505 0.128 -0.741

Löwdin population analysis, charges in e, atoms 1 to 8: -0.17 -0.73 0.04 -0.09 0.68 0.02 0.11 0.06

B) Entry from the Open Molecules 2025 dataset: a 2-piece molecular cluster, C2H4ClNO overall (the ωB97M-V functional and the def2-TZVPD basis).

Properties
- E_HOMO: -10.1 eV
- SMILES string: C#[N+][O-].CCl

Cartesian coordinates (Å):
C -0.139 0.411 -1.215
C -0.234 -0.527 1.228
N 0.805 0.839 -1.762
O 1.910 1.224 -1.909
Cl -1.902 0.066 1.231
H -0.134 -1.160 2.036
H -1.079 -0.043 -1.340
H 0.213 -0.962 0.365
H 0.560 0.153 1.365

Löwdin population analysis, charges in e, atoms 1 to 8: 0.05 -0.54 -0.20 0.04 0.53 0.01 0.06 0.01

Most stable pick: A). Distance to second place: 0.324 eV.

A) Entry from the Open Molecules 2025 dataset: a 2-piece molecular cluster, C7H13N2S overall (the ωB97M-V functional and the def2-TZVPD basis).

Properties
- E_HOMO: -11.6 eV
- Charge: +1

Cartesian coordinates (Å):
S -0.001 -1.672 -1.068
C 1.218 -0.862 -2.165
C -1.441 -0.958 -1.939
C 0.433 -0.360 -3.373
C -0.892 0.159 -2.822
H 1.703 -0.025 -1.626
H 2.007 -1.591 -2.433
H -1.933 -1.742 -2.546
H -2.176 -0.598 -1.194
H 0.997 0.416 -3.925
H 0.243 -1.198 -4.070
H -1.608 0.429 -3.622
H -0.711 1.064 -2.211
C 0.147 1.731 3.861
C 0.017 1.550 2.510
C 0.376 -0.440 3.435
N 0.367 0.486 4.398
N 0.163 0.204 2.284
H 0.101 2.634 4.470
H -0.166 2.265 1.707
H 0.528 -1.512 3.564
H 0.508 0.280 5.404
H 0.118 -0.260 1.359

Löwdin population analysis, charges in e, atoms 1 to 8: 0.81 -0.48 -0.48 -0.27 -0.27 0.07 0.08 0.08

B) Entry from the Open Molecules 2025 dataset: an isolated ion of composition C7H13N2S and charge +1 (the ωB97M-V functional and the def2-TZVPD basis).

Properties
- E_HOMO: -12.9 eV
- SMILES string: C=C(C)C1=N[C@]1([NH2+]C)SC
- Charge: +1

Cartesian coordinates (Å):
C -0.621 -0.824 -0.481
C 1.477 2.030 -1.531
C 1.300 1.167 -0.502
C 0.375 0.109 -0.886
C 1.910 1.300 0.801
C 0.329 -2.132 1.594
C -2.897 0.832 -0.641
N -0.381 -0.343 -1.856
N -0.440 -2.356 0.257
S -1.770 0.100 0.552
H 2.155 2.778 -1.429
H 1.211 1.876 -2.614
H 2.935 0.903 0.790
H 2.215 2.272 1.241
H 1.365 0.716 1.572
H -0.439 -2.161 2.462
H 1.155 -3.004 1.700
H 0.785 -1.111 1.564
H -3.303 1.761 -0.116
H -3.638 0.396 -1.137
H -2.201 1.246 -1.471
H -1.392 -2.470 0.441
H -0.131 -3.086 -0.309

Löwdin population analysis, charges in e, atoms 1 to 8: -0.56 0.16 -0.29 -0.26 -0.06 -0.01 -0.36 0.24

Most stable pick: A). Distance to second place: 5.673 eV.

A) Entry from the Open Molecules 2025 dataset: one molecule with the formula C5H6FNO2 (the ωB97M-V functional and the def2-TZVPD basis).

Properties
- E_HOMO: -8.7 eV
- SMILES string: OO[C@@H]1C=CC=CN1F

Cartesian coordinates (Å):
C 1.619 0.594 0.137
C 1.482 -0.580 -0.692
C 0.629 1.044 0.906
C 0.456 -1.434 -0.491
C -0.812 0.405 0.673
N -0.725 -1.136 0.178
O -2.584 1.039 -1.021
O -1.354 1.244 -0.272
F -1.043 -2.071 1.203
H 2.553 1.030 0.388
H 2.265 -1.030 -1.269
H 0.781 1.919 1.526
H 0.416 -2.464 -0.914
H -1.288 0.277 1.565
H -2.396 1.163 -1.921

Löwdin population analysis, charges in e, atoms 1 to 8: -0.10 -0.07 0.01 -0.11 -0.22 -0.01 0.03 -0.08

B) Entry from the Open Molecules 2025 dataset: one molecule with the formula C5H6FNO2 (the ωB97M-V functional and the def2-TZVPD basis).

Properties
- E_HOMO: -8.7 eV
- SMILES string: OC(O)=C/C=N\C=C\F

Cartesian coordinates (Å):
C -1.240 -0.022 -0.662
C -1.158 -1.364 -0.162
C 1.150 -1.318 -0.075
C 1.495 -0.069 0.313
C -0.529 0.999 -0.086
N -0.035 -1.934 0.103
O -0.611 1.237 1.263
O -0.215 2.104 -0.771
F 2.684 0.404 -0.136
H -1.570 0.108 -1.678
H -2.026 -2.011 -0.161
H 1.817 -1.850 -0.748
H 1.259 0.408 1.250
H -1.051 0.502 1.703
H 0.031 2.807 -0.153

Löwdin population analysis, charges in e, atoms 1 to 8: -0.04 -0.17 -0.13 -0.15 -0.48 0.06 0.05 0.12

Most stable pick: B). Distance to second place: 4.119 eV.